Here is C9H18CsNO as an isolated structure at a distorted geometry from the Open Molecules 2025 dataset. Energies are from ωB97M-V/def2-TZVPD.

The geometry in XYZ format:
```
30
Properties=species:S:1:pos:R:3:forces:R:3:mulliken_charge:R:1
Cs 1.381195 3.638002 -0.405132 0.075 -1.114 0.479 0.96
O 1.728139 0.809797 1.141262 0.333 0.231 0.169 -0.83
N 0.658053 0.566588 0.296666 -0.125 1.649 -0.920 1.01
C 0.945633 -0.375338 -0.778442 -0.340 -0.564 0.272 1.12
C -0.616819 0.471093 0.987892 -0.414 -0.538 0.064 1.20
C 2.259090 -0.019170 -1.441914 0.216 0.536 -0.326 -1.76
C -0.772671 1.627600 1.948802 -0.044 0.679 0.605 -1.68
C -1.566140 -0.409802 -1.224559 -0.047 0.427 0.022 -0.77
C 1.093278 -1.835916 -0.314554 0.399 -0.527 -0.229 -1.75
C -0.177864 -0.272895 -1.810491 0.335 -0.054 -0.325 -0.87
C -0.772301 -0.780764 1.881231 0.057 -0.137 0.022 -1.84
C -1.758879 0.534440 -0.037644 -0.240 -0.354 0.123 -0.92
H -1.801593 1.681308 2.318383 -0.032 -0.110 -0.113 0.43
H -0.556882 2.615941 1.527048 0.025 -0.098 -0.230 0.14
H -1.752900 -1.439646 -0.920139 -0.044 -0.055 -0.007 0.32
H 1.568055 -2.457533 -1.089867 -0.070 0.256 0.027 0.45
H 1.746232 -1.891608 0.557847 -0.137 0.135 0.101 0.36
H 2.368538 -0.614073 -2.351670 0.158 -0.147 0.111 0.43
H -0.008040 -1.038239 -2.577647 -0.065 0.047 0.005 0.36
H -1.902505 1.563942 -0.388902 0.206 0.003 -0.035 0.34
H -1.560508 -0.636012 2.625753 0.034 0.048 -0.036 0.46
H 0.146876 -2.319424 -0.097382 -0.061 0.035 0.106 0.30
H 2.294088 1.026550 -1.779474 -0.179 0.030 0.101 0.22
H 0.172320 -0.943949 2.402442 -0.003 -0.019 -0.006 0.39
H -2.284058 -0.147112 -2.007147 -0.154 -0.240 0.095 0.35
H -2.684335 0.261120 0.485232 0.015 0.112 -0.053 0.34
H -1.024636 -1.673122 1.315329 -0.028 -0.043 0.011 0.32
H -0.090591 0.699019 -2.317528 -0.011 -0.011 0.075 0.31
H 3.097369 -0.152059 -0.763966 0.005 -0.153 0.001 0.33
H -0.128146 1.511261 2.818569 0.136 -0.025 -0.108 0.30
```
Positions in Å, forces in eV/Å.

Calculated values
orbital gap = 4.5502 eV
ΔE to the lowest compared entry with this formula, charge and spin = 0.0 kJ/mol